# 1
DFT (wB97M-V/def2-TZVPD) results for a single C25H28N4OS molecule in a non-equilibrium geometry.

Orbital gap = 0.296 hartree
SMILES = Cc1ccc(CCNC(=O)CNC(=S)N(Cc2ccccc2)Cc2cccnc2)cc1
Maximum force = 0.3608 hartree/bohr
ΔE to the lowest compared entry with this formula, charge and spin = 1906.40 kJ/mol

```
59
C25H28N4OS wB97M-V/def2-TZVPD
C -3.855 -5.481 4.037
C -3.577 -4.105 3.638
C -3.753 -3.056 4.408
C -3.306 -1.663 4.049
C -2.855 -1.273 2.855
C -2.370 -0.066 2.329
C -0.823 0.002 2.178
N -0.433 1.411 1.635
C 0.687 2.093 2.249
O 1.508 1.493 2.911
C 0.966 3.239 1.168
N 1.586 2.610 -0.098
C 0.611 2.328 -0.912
S -1.116 2.789 -0.879
N 1.098 1.548 -2.073
C 2.254 1.058 -2.124
C 3.425 1.909 -2.201
C 4.642 1.858 -1.382
C 5.682 2.741 -1.519
C 5.456 3.672 -2.492
C 4.182 4.111 -3.083
C 3.495 2.909 -2.949
C -0.063 1.019 -3.173
C -0.350 -0.378 -2.878
C -0.974 -1.093 -4.070
C -1.114 -2.521 -3.619
C -1.429 -2.844 -2.333
N -0.978 -2.016 -1.361
C -0.697 -0.657 -1.582
C -2.535 -2.487 1.918
C -2.773 -3.793 2.370
H -4.982 -5.440 3.891
H -3.287 -6.151 3.375
H -3.680 -5.626 4.985
H -3.889 -3.299 5.388
H -3.342 -0.943 4.819
H -3.038 0.619 2.905
H -2.597 0.013 1.353
H -0.560 0.049 3.377
H -0.415 -0.763 1.816
H -0.865 1.721 0.923
H 0.145 3.747 1.263
H 1.762 3.725 1.517
H 2.383 2.250 -0.025
H 2.458 0.366 -2.878
H 2.450 0.390 -1.334
H 4.824 0.949 -0.860
H 6.803 2.421 -1.087
H 6.381 4.429 -2.275
H 4.326 4.838 -3.825
H 2.402 3.229 -3.575
H 0.599 1.078 -4.039
H -0.840 1.760 -3.229
H -0.678 -0.922 -4.887
H -1.495 -3.032 -4.199
H -1.931 -3.797 -2.077
H -0.295 -0.124 -0.684
H -2.281 -2.294 0.799
H -2.949 -4.550 1.545
```

# 2
DFT (wB97M-V/def2-TZVPD) results for a single C25H28N6O3 molecule in a non-equilibrium geometry.

Orbital gap = 0.296 hartree
SMILES = COc1ccc(N2CCN(c3nc4c(c(=O)[nH]c(=O)n4C)n3Cc3cccc(C)c3)CC2)cc1
Maximum force = 0.0259 hartree/bohr
ΔE to the lowest compared entry with this formula, charge and spin = 79.49 kJ/mol

```
62
C25H28N6O3 wB97M-V/def2-TZVPD
C 2.572 -1.678 -3.733
O 2.498 -1.499 -2.339
C 1.961 -0.338 -1.859
C 1.862 -0.234 -0.474
C 1.278 0.863 0.122
C 0.763 1.911 -0.646
N 0.121 3.021 -0.092
C -1.071 3.536 -0.740
C -2.346 3.062 0.005
N -2.063 1.890 0.818
C -1.833 0.754 0.091
N -1.848 0.750 -1.238
C -1.582 -0.520 -1.589
C -1.437 -1.324 -0.470
C -1.141 -2.713 -0.581
O -1.036 -3.553 0.293
N -0.963 -3.059 -1.925
C -1.058 -2.287 -3.063
O -0.828 -2.741 -4.163
N -1.435 -0.979 -2.861
C -1.619 -0.087 -3.982
N -1.627 -0.481 0.620
C -1.833 -0.948 1.977
C -0.595 -0.958 2.843
C -0.589 -0.315 4.075
C 0.549 -0.340 4.864
C 1.681 -1.005 4.431
C 1.685 -1.674 3.212
C 2.906 -2.404 2.747
C 0.538 -1.646 2.431
C -1.142 2.235 1.892
C -0.004 3.138 1.341
C 0.954 1.837 -2.027
C 1.526 0.732 -2.629
H 1.579 -1.683 -4.194
H 3.034 -2.653 -3.878
H 3.194 -0.912 -4.206
H 2.239 -1.044 0.129
H 1.217 0.873 1.198
H -1.028 4.632 -0.746
H -1.110 3.175 -1.763
H -3.125 2.805 -0.710
H -2.718 3.833 0.684
H -0.702 -4.024 -2.094
H -2.667 0.207 -4.053
H -1.320 -0.618 -4.884
H -1.009 0.803 -3.837
H -2.610 -0.326 2.434
H -2.199 -1.976 1.895
H -1.474 0.199 4.423
H 0.549 0.161 5.821
H 2.567 -1.018 5.049
H 2.651 -3.137 1.986
H 3.393 -2.911 3.578
H 3.623 -1.701 2.320
H 0.513 -2.186 1.499
H -0.727 1.327 2.321
H -1.707 2.763 2.667
H -0.228 4.189 1.551
H 0.945 2.898 1.819
H 0.649 2.661 -2.655
H 1.629 0.719 -3.704
```

# 3
DFT (wB97M-V/def2-TZVPD) results for a molecular structure, C25H29AlN3P2 in a non-equilibrium geometry.

Orbital gap = 0.239 hartree
Maximum force = 0.0567 hartree/bohr
ΔE to the lowest compared entry with this formula, charge and spin = 0.00 kJ/mol
Charge = +1

```
60
C25H29AlN3P2 wB97M-V/def2-TZVPD
C 3.587 -0.465 -2.787
C 2.631 0.312 -2.150
C 1.340 0.466 -2.760
C 1.023 -0.274 -3.955
C 2.039 -1.055 -4.562
C 3.297 -1.135 -3.992
C -0.296 -0.234 -4.417
C -1.260 0.548 -3.775
C -0.860 1.281 -2.601
C -1.846 1.963 -1.816
C -3.169 1.949 -2.233
C -3.557 1.275 -3.409
C -2.627 0.581 -4.164
H 4.576 -0.561 -2.335
H 1.792 -1.593 -5.479
H 4.079 -1.727 -4.468
H -0.577 -0.824 -5.287
H -3.920 2.462 -1.631
H -4.604 1.299 -3.717
H -2.918 0.026 -5.062
N 0.401 1.200 -2.137
Al -0.119 -0.913 0.702
C 2.864 0.951 -0.795
H 2.287 1.884 -0.732
H 3.930 1.164 -0.632
C -1.410 2.574 -0.501
H -0.404 2.997 -0.617
H -2.110 3.356 -0.180
P 2.252 -0.091 0.624
P -1.263 1.333 0.866
C -3.027 1.082 1.297
H -3.109 0.461 2.196
H -3.516 2.051 1.479
H -3.539 0.566 0.476
C -0.712 2.405 2.240
H -1.400 3.258 2.347
H -0.694 1.840 3.180
H 0.300 2.777 2.037
C 3.365 -1.548 0.532
H 4.424 -1.248 0.501
H 3.185 -2.183 1.410
H 3.121 -2.137 -0.359
C 2.924 0.805 2.068
H 2.757 0.217 2.980
H 4.006 0.972 1.952
H 2.418 1.773 2.182
H -0.985 -1.047 -0.712
H 0.633 -2.367 0.541
N -3.874 -4.618 3.814
C -3.009 -3.828 3.839
C -1.963 -2.828 3.849
C -1.209 -2.571 5.001
C -0.243 -1.571 4.947
C -0.010 -0.900 3.747
N -0.666 -1.233 2.607
C -1.720 -2.102 2.686
H -1.401 -3.139 5.912
H 0.353 -1.304 5.819
H 0.736 -0.102 3.667
H -2.303 -2.229 1.766
```

# 4
DFT (wB97M-V/def2-TZVPD) results for 5 unconnected molecules or ions with the total composition C25H29BF4NO19PS in a non-equilibrium geometry.

Orbital gap = 0.267 hartree
SMILES = CCCCC1=C(B(O)OCC)C(=O)C(P(O)(O)=S)=C(OC#N)C1=O.O=C1OC[C@@H](F)O1.O=C1OC[C@@H](F)O1.O=C1OC[C@@H](F)O1.O=C1OC[C@@H](F)O1
Maximum force = 0.1339 hartree/bohr

```
81
C25H29BF4NO19PS wB97M-V/def2-TZVPD
C 1.040 -1.681 1.472
C 1.682 -1.712 -0.032
C 2.371 -0.294 -0.386
C 1.658 0.502 -1.597
C 0.120 0.854 -1.309
C -0.184 1.943 -0.441
B 0.881 2.934 0.285
O 0.952 4.301 -0.229
O 1.729 2.605 1.397
C 2.911 3.454 1.462
C 3.917 3.290 0.215
C -1.753 2.212 -0.157
O -2.044 3.368 0.276
C -2.864 1.052 -0.397
P -4.501 1.261 0.514
O -5.779 0.310 -0.090
O -4.984 2.902 0.271
S -4.247 0.928 2.408
C -2.541 -0.030 -1.293
O -3.560 -1.017 -1.521
C -3.001 -2.307 -1.761
N -2.645 -3.322 -2.330
C -1.100 0.016 -1.972
O -0.812 -0.554 -3.080
H 1.690 -1.064 2.202
H 0.940 -2.754 1.897
H -0.005 -1.195 1.455
H 2.469 -2.557 0.000
H 0.872 -1.928 -0.821
H 3.454 -0.521 -0.731
H 2.459 0.337 0.570
H 2.299 1.439 -1.796
H 1.706 -0.182 -2.520
H 0.420 4.297 -1.069
H 2.682 4.567 1.652
H 3.504 3.102 2.397
H 3.518 3.760 -0.764
H 4.923 3.830 0.419
H 4.211 2.183 0.025
H -5.849 0.356 -1.074
H -4.608 3.385 1.057
O -0.325 -8.648 -4.542
C -0.513 -7.467 -4.612
O -1.746 -6.893 -4.710
C -1.547 -5.489 -4.634
C -0.125 -5.342 -5.072
F 0.467 -4.292 -4.456
O 0.480 -6.532 -4.611
H -1.708 -5.155 -3.606
H -2.241 -4.958 -5.287
H 0.005 -5.259 -6.155
O -5.188 2.574 -7.057
C -4.657 2.003 -6.149
O -4.416 0.661 -6.125
C -3.661 0.405 -4.950
C -4.017 1.570 -4.081
F -2.980 1.910 -3.276
O -4.227 2.613 -5.007
H -2.597 0.376 -5.201
H -3.942 -0.550 -4.503
H -4.920 1.423 -3.481
O 4.883 0.448 2.659
C 5.025 0.951 3.739
O 4.643 0.369 4.910
C 5.102 1.216 5.952
C 5.226 2.536 5.263
F 6.231 3.271 5.796
O 5.582 2.179 3.943
H 6.059 0.843 6.328
H 4.388 1.243 6.778
H 4.303 3.124 5.248
O 1.854 0.109 6.079
C 0.775 -0.232 5.688
O -0.401 0.116 6.284
C -1.439 -0.369 5.447
C -0.760 -1.473 4.703
F -1.270 -1.603 3.457
O 0.574 -1.021 4.596
H -1.781 0.435 4.788
H -2.286 -0.723 6.036
H -0.780 -2.440 5.216
```